Record 1
Entry from the Open Molecules 2025 dataset: an isolated ion of composition C19H23ClN and charge +1 in a non-equilibrium geometry (the ωB97M-V functional and the def2-TZVPD basis).

## Properties
Frontier orbital gap, Eh: 0.3004
Net charge: +1
SMILES string: CCC1=C(C)[C@H]([C@@]2(c3ccc(Cl)cc3)C=CCC2)[NH+]=C1C
Largest force on an atom, hartree/bohr: 0.0708
LUMO level, eV: -3.80

The geometry in XYZ format:
```
44
Properties=species:S:1:pos:R:3:forces:R:3
C 2.214 3.818 -0.849 -0.14 -0.33 0.17
C 2.813 2.574 -0.128 0.60 0.79 -0.09
C 1.877 1.449 0.184 -0.15 -0.09 -1.44
C 1.602 0.370 -0.677 0.26 1.31 0.01
C 2.029 0.221 -2.107 0.22 -0.42 -0.40
C 0.742 -0.508 0.049 -0.59 -3.19 -1.66
C -0.580 -1.281 -0.506 -1.72 -1.12 -1.02
C -1.740 -1.089 0.483 0.60 0.05 -0.41
C -2.552 0.047 0.410 0.31 -0.37 0.60
C -3.514 0.259 1.394 -0.35 -0.03 -0.41
C -3.682 -0.679 2.407 0.82 -0.77 -0.02
Cl -4.844 -0.446 3.634 -0.46 0.18 0.26
C -2.869 -1.828 2.487 -0.23 0.63 -0.74
C -1.895 -2.018 1.516 0.37 0.10 0.18
C -0.893 -0.844 -1.914 -0.18 -1.22 -1.10
C -0.626 -1.822 -2.828 0.12 1.01 0.43
C 0.006 -3.032 -2.185 0.75 -0.27 -0.33
C -0.261 -2.874 -0.712 -0.67 0.45 0.67
N 0.517 0.051 1.258 0.33 2.30 2.29
C 1.072 1.284 1.322 -0.80 -1.59 1.08
C 0.748 2.143 2.512 0.24 0.40 -0.19
H 2.978 4.592 -0.991 -0.11 -0.31 0.05
H 1.819 3.547 -1.840 0.07 0.08 0.33
H 1.405 4.269 -0.262 0.09 -0.13 -0.13
H 3.609 2.177 -0.784 -0.25 0.08 0.38
H 3.317 2.910 0.804 -0.29 -0.24 -0.51
H 1.555 -0.663 -2.569 0.37 0.52 0.29
H 1.765 1.093 -2.736 -0.01 -0.28 0.55
H 3.120 0.102 -2.218 -0.29 0.04 0.26
H 0.875 -1.641 -0.010 2.34 1.53 1.09
H -2.374 0.801 -0.353 -0.23 -0.16 0.07
H -4.195 1.108 1.317 0.29 -0.18 0.20
H -3.027 -2.585 3.235 -0.07 0.09 0.34
H -1.179 -2.859 1.608 -0.76 0.48 -0.06
H -1.322 0.160 -2.043 0.33 -0.64 -0.42
H -0.719 -1.823 -3.934 -0.21 0.48 0.95
H 1.129 -3.047 -2.242 -0.83 0.15 -0.80
H -0.345 -3.986 -2.610 0.10 0.37 0.20
H 0.644 -3.253 -0.178 -0.78 0.30 0.19
H -1.139 -3.429 -0.353 0.38 0.11 -0.34
H -0.068 -0.353 1.981 0.01 0.23 -0.25
H 1.340 3.073 2.452 -0.26 -0.46 0.29
H -0.333 2.431 2.534 0.83 -0.35 -0.16
H 0.978 1.583 3.441 -0.07 0.45 -0.42
```
Positions in Å, forces in eV/Å.


Record 2
Entry from the Open Molecules 2025 dataset: a 5-piece molecular cluster, C25H52BClN2O16P overall in a non-equilibrium geometry (the ωB97M-V functional and the def2-TZVPD basis).

## Properties
Frontier orbital gap, Eh: 0.3018
Net charge: +1
Largest force on an atom, hartree/bohr: 0.1790
LUMO level, eV: -3.83

The geometry in XYZ format:
```
98
Properties=species:S:1:pos:R:3:forces:R:3
N 0.896 2.987 0.981 -2.02 1.39 -0.40
B -0.412 3.406 0.267 0.94 1.67 4.56
O -1.303 4.304 1.032 -0.16 -3.68 -2.92
N -0.798 2.962 -1.132 -1.33 0.52 -0.40
C -0.209 3.856 -2.244 0.51 -0.10 -2.81
C 1.411 3.683 -2.397 -0.25 1.36 0.72
C 1.968 2.172 -2.125 0.05 0.97 0.66
P 3.262 1.719 -3.507 4.27 -3.63 3.60
O 4.268 0.628 -2.889 -3.59 3.30 -2.27
C 0.844 1.011 -1.924 0.86 -0.27 -1.38
Cl 1.655 -0.313 -0.849 -1.13 1.46 -1.05
C -0.627 1.479 -1.409 -1.11 -2.98 -0.75
C -1.253 0.533 -0.179 -1.08 0.32 0.05
C -1.733 -0.947 -0.782 0.71 0.48 -1.18
C -3.361 -1.059 -0.977 -0.85 -0.38 -0.06
C -4.010 -2.394 -0.277 1.29 -3.92 3.65
O -3.349 -3.234 0.542 -4.43 5.74 -5.67
O -5.461 -2.652 -0.547 3.61 2.38 -0.04
H 1.259 3.885 1.421 -0.48 -1.40 -0.55
H 0.602 2.414 1.819 0.48 0.66 -1.12
H -2.232 3.920 0.874 1.48 1.44 0.48
H -1.847 3.137 -1.204 1.53 -0.34 0.07
H -0.584 4.969 -2.172 0.87 -2.29 0.33
H -0.688 3.426 -3.249 0.87 0.88 2.23
H 1.914 4.414 -1.600 -0.99 -1.64 -1.81
H 1.698 4.118 -3.468 -0.72 -1.03 2.29
H 2.607 2.220 -1.119 -1.33 -0.25 -2.34
H 2.648 1.292 -4.739 -0.13 0.62 0.63
H 4.101 2.894 -3.765 -1.41 -0.46 -0.06
H 0.718 0.476 -2.985 0.00 1.07 2.50
H -1.373 1.261 -2.318 1.69 0.66 1.88
H -0.550 0.451 0.749 -1.11 0.07 -1.99
H -2.265 1.037 0.206 2.13 -0.73 -0.80
H -1.269 -1.001 -1.881 -0.94 -0.08 2.41
H -1.248 -1.827 -0.182 -1.32 1.76 -1.01
H -3.674 -1.095 -2.128 0.81 -0.04 2.48
H -3.954 -0.130 -0.531 1.32 -1.95 -0.73
H -5.846 -1.841 -1.024 0.94 -1.66 0.90
C -4.634 -2.093 5.018 -0.01 0.14 0.24
C -4.098 -1.603 3.684 -0.08 -0.98 0.22
O -4.206 -0.179 3.578 0.82 1.07 0.20
C -3.289 0.534 4.278 0.15 -0.69 0.59
O -2.397 0.073 4.973 -1.21 0.82 -1.20
O -3.554 1.852 4.097 0.15 -0.85 -0.22
C -2.725 2.718 4.870 0.28 0.40 0.32
H -5.658 -1.738 5.176 0.08 -0.13 -0.15
H -4.630 -3.187 5.058 -0.01 0.17 -0.07
H -4.037 -1.718 5.852 0.06 -0.09 -0.14
H -4.703 -2.028 2.875 0.12 0.39 0.06
H -3.064 -1.928 3.518 -0.13 0.22 0.11
H -1.664 2.510 4.698 -0.20 -0.11 0.16
H -2.972 2.619 5.930 0.21 -0.05 -0.11
H -2.928 3.746 4.561 -0.19 -0.27 -0.10
C 6.325 -3.647 -3.788 -0.08 -0.14 -0.19
C 7.251 -2.444 -3.846 -0.51 -0.09 0.60
O 8.093 -2.498 -5.003 -0.23 0.45 -1.16
C 7.499 -2.175 -6.178 -0.28 -0.22 0.17
O 6.332 -1.846 -6.328 1.48 -0.31 0.15
O 8.418 -2.311 -7.166 -0.65 0.19 0.88
C 7.893 -2.104 -8.476 -0.11 0.11 -0.50
H 6.900 -4.578 -3.845 -0.02 0.15 0.13
H 5.748 -3.646 -2.859 0.11 0.02 -0.10
H 5.626 -3.655 -4.626 0.04 0.08 0.13
H 7.912 -2.456 -2.972 0.12 0.03 -0.42
H 6.693 -1.501 -3.815 0.06 -0.16 -0.20
H 7.384 -1.138 -8.552 -0.02 -0.26 0.10
H 7.214 -2.921 -8.735 -0.04 0.21 0.05
H 8.728 -2.110 -9.181 0.02 -0.07 0.37
C 0.655 -7.627 -5.335 -0.01 0.12 0.25
C 1.191 -7.137 -6.669 -0.03 -0.77 0.17
O 1.083 -5.713 -6.775 0.76 0.89 0.31
C 2.000 -5.000 -6.075 0.22 -0.52 0.41
O 2.892 -5.461 -5.380 -1.23 0.76 -1.06
O 1.735 -3.682 -6.256 0.06 -0.89 -0.02
C 2.564 -2.816 -5.483 0.37 0.24 0.20
H -0.369 -7.272 -5.177 0.07 -0.13 -0.16
H 0.659 -8.721 -5.295 -0.01 0.15 -0.06
H 1.252 -7.252 -4.501 0.07 -0.09 -0.15
H 0.586 -7.562 -7.478 0.09 0.42 0.07
H 2.225 -7.461 -6.835 -0.12 0.24 0.14
H 3.625 -3.024 -5.655 -0.24 0.00 0.13
H 2.317 -2.915 -4.422 0.19 -0.08 -0.06
H 2.361 -1.787 -5.792 -0.14 -0.27 -0.17
C -3.099 5.416 12.046 -0.26 -0.06 0.08
C -2.392 5.300 10.707 0.23 0.50 0.58
O -2.970 4.261 9.907 -0.88 0.03 -0.84
C -4.157 4.561 9.324 -0.19 0.52 0.46
O -4.759 5.619 9.418 0.89 -1.53 -0.29
O -4.577 3.467 8.641 0.49 0.72 0.37
C -5.874 3.610 8.064 -0.45 0.02 -0.25
H -3.112 4.450 12.560 0.17 0.12 -0.06
H -2.598 6.150 12.685 -0.02 -0.11 -0.11
H -4.140 5.723 11.923 0.15 0.08 -0.07
H -1.345 5.024 10.875 -0.28 -0.21 -0.26
H -2.391 6.252 10.164 -0.20 -0.21 0.01
H -5.933 4.505 7.436 0.00 -0.08 0.27
H -6.630 3.642 8.854 0.08 0.16 -0.15
H -6.065 2.736 7.437 0.29 0.03 0.21
```
Positions in Å, forces in eV/Å.


Record 3
Entry from the Open Molecules 2025 dataset: C31H27Cl2CoN9O4S as an isolated structure (the ωB97M-V functional and the def2-TZVPD basis).

## Properties
Multiplicity: 2
Frontier orbital gap (alpha / beta), Eh: 0.2102 / 0.2104
Largest force on an atom, hartree/bohr: 0.0145
LUMO level (alpha / beta), eV: -1.66 / -1.66

The geometry in XYZ format:
```
75
Properties=species:S:1:pos:R:3:forces:R:3
Co 0.194 -0.986 0.070 0.11 -0.22 -0.10
C -0.440 2.976 3.296 -0.06 0.05 -0.23
O -0.804 2.539 1.937 -0.04 -0.04 0.17
C -0.616 1.335 1.395 0.16 0.20 -0.01
N 0.037 0.234 1.648 0.05 -0.13 -0.16
C 0.084 1.729 3.913 -0.07 0.00 0.12
C 2.571 1.073 4.236 0.04 0.00 -0.08
C 3.327 -0.087 4.249 0.00 -0.06 0.06
C 4.431 -0.191 5.087 -0.05 -0.01 -0.02
C 4.798 0.877 5.890 0.03 -0.02 0.02
C 4.057 2.053 5.860 -0.02 -0.01 -0.01
C 2.946 2.148 5.040 0.06 0.04 0.02
C -1.354 1.307 0.099 -0.11 0.03 -0.11
C -2.360 2.204 -0.213 0.13 0.02 0.07
C -3.017 2.060 -1.422 -0.12 0.03 -0.18
C -2.661 1.039 -2.284 0.01 0.08 0.10
C -1.639 0.184 -1.895 0.12 -0.12 -0.31
N -0.998 0.328 -0.735 0.13 -0.26 0.37
C -1.231 -0.911 -2.773 0.01 0.15 0.01
N -0.245 -1.713 -2.591 0.02 0.08 0.00
C -0.079 -2.649 -3.730 0.46 0.05 0.17
C -1.280 -2.250 -4.586 -0.06 0.26 -0.08
O -1.921 -1.118 -3.888 0.05 -0.23 -0.06
C -0.001 -4.064 -3.230 0.18 0.08 -0.02
C 1.211 -4.727 -3.378 -0.09 -0.02 0.08
C 1.365 -6.008 -2.864 0.08 0.06 -0.06
C 0.315 -6.618 -2.197 -0.05 -0.02 0.04
C -0.897 -5.955 -2.044 0.06 -0.01 -0.03
C -1.054 -4.679 -2.561 -0.07 -0.01 -0.05
H -1.370 3.337 3.729 0.02 0.01 0.07
H 0.271 3.785 3.160 0.03 -0.02 0.02
H -0.671 1.051 3.527 -0.04 0.00 -0.01
H 3.058 -0.932 3.632 -0.03 -0.03 -0.03
H 4.979 -1.124 5.103 0.03 0.01 0.01
H 5.659 0.795 6.541 -0.01 0.01 0.00
H 4.338 2.891 6.485 0.00 -0.01 0.00
H 2.362 3.064 5.041 0.00 -0.03 -0.02
H -2.609 2.990 0.482 -0.02 -0.01 -0.01
H -3.810 2.742 -1.697 0.01 0.01 0.03
H -3.150 0.897 -3.235 0.04 -0.02 -0.01
H 0.890 -2.325 -4.172 -0.38 0.01 -0.06
H -2.028 -3.034 -4.676 -0.01 -0.01 0.01
H -0.985 -1.875 -5.561 0.06 -0.04 -0.02
H 2.028 -4.211 -3.873 -0.03 -0.11 0.01
H 2.311 -6.522 -2.975 -0.01 0.00 0.01
H 0.442 -7.609 -1.781 0.00 0.00 -0.02
H -1.711 -6.432 -1.514 0.00 0.02 -0.01
H -2.000 -4.161 -2.432 0.03 0.01 0.00
Cl 5.572 -1.588 -1.271 0.01 -0.12 0.06
C 3.866 -1.635 -1.544 0.06 0.02 0.06
Cl 2.267 -0.568 -4.553 -0.26 -0.13 0.12
C 3.112 -0.801 -0.890 0.11 0.06 -0.31
O 2.454 -0.019 -0.322 -0.29 0.10 0.23
O 0.626 -1.745 -1.619 -0.32 -0.31 0.28
H 3.447 -2.224 -2.344 0.01 0.09 -0.10
N 0.808 -2.573 0.964 0.07 0.74 0.00
C 1.477 -3.253 1.636 -0.10 -0.39 -0.19
N 2.136 -4.147 2.264 0.04 0.21 0.01
C 2.852 -3.802 3.319 0.05 -0.06 0.16
N 3.507 -3.581 4.250 -0.03 0.09 -0.02
C 1.181 -2.011 6.609 0.03 0.01 0.07
C -0.111 -1.659 5.867 -0.04 0.03 -0.07
C 0.131 -0.558 4.870 0.02 -0.33 -0.20
N 0.395 -0.912 3.657 0.04 0.27 0.16
N 0.975 -0.001 2.698 -0.20 -0.06 0.03
C 1.417 1.266 3.269 0.10 -0.08 -0.07
N 1.871 2.106 2.151 0.03 -0.06 0.06
S -0.021 1.072 5.575 0.04 0.11 0.10
H 0.981 -2.780 7.355 0.00 0.00 -0.01
H 1.593 -1.141 7.125 -0.04 0.00 -0.01
H 1.936 -2.387 5.922 0.03 -0.04 -0.06
H -0.886 -1.349 6.571 0.00 0.01 -0.02
H -0.480 -2.521 5.310 0.04 -0.02 0.01
H 2.217 1.490 1.417 0.01 0.03 0.00
H 2.682 2.631 2.458 -0.05 0.05 0.02
```
Positions in Å, forces in eV/Å.


Which of these has the highest largest force on an atom? C25H52BClN2O16P


What is the largest force on an atom in the first record? 0.0708 hartree/bohr


Among the records above, which one has the lowest largest force on an atom? C31H27Cl2CoN9O4S


The highest largest force on an atom belongs to which entry? C25H52BClN2O16P